DFT (ωB97M-V with the def2-TZVPD basis set) results for a 12-piece molecular cluster, C36H72O30 overall at a distorted geometry.

Results
- SMILES: C[C@H]1COC(=O)O1.C[C@H]1COC(=O)O1.C[C@H]1COC(=O)O1.C[C@H]1COC(=O)O1.C[C@H]1COC(=O)O1.C[C@H]1COC(=O)O1.OCCO.OCCO.OCCO.OCCO.OCCO.OCCO
- Charge: 0
- Relative energy (zero: lowest compared OMol25 entry of this formula, charge and spin): 0.0 kcal per mole
- Energy: -99923.0262 eV
- F_max: 4.379 eV/Å
- E_HOMO: -0.343 Eh

XYZ file:
```
138
Properties=species:S:1:pos:R:3:forces:R:3:lowdin_charge:R:1
C 0.2600 3.8856 -0.8903 0.793 -1.180 0.148 -0.0109
C -0.0507 3.0918 -2.1598 0.999 0.914 -0.462 -0.2599
C -0.0676 3.8802 -3.5157 -0.289 -2.070 0.315 -0.0218
O 1.1744 3.4824 -4.1544 -1.572 2.620 -0.554 0.1009
C 1.7184 2.5241 -3.5113 3.029 -3.025 0.923 -0.6161
O 2.7606 1.9908 -3.8799 -1.519 0.537 0.734 0.0972
O 1.0480 2.1422 -2.3923 -0.385 0.752 -0.637 0.0748
H 1.1118 4.5848 -1.0043 -0.470 -0.312 -0.050 0.0910
H 0.5513 3.0597 -0.1872 -0.218 1.161 -0.267 0.0849
H -0.6221 4.3816 -0.4797 0.098 -0.005 -0.112 0.0827
H -0.9551 2.5400 -1.9961 -0.395 -0.496 -0.148 0.1184
H -0.1507 4.9282 -3.3747 0.336 0.977 -0.034 0.1193
H -0.8453 3.5162 -4.1859 -0.183 0.118 0.134 0.1284
C 4.5847 5.3554 -3.7307 0.691 -0.556 0.635 -0.0056
C 5.1553 5.0090 -2.3802 2.164 0.152 1.350 -0.3223
C 5.2651 6.1191 -1.3109 -0.591 0.791 0.081 -0.0730
O 4.9912 5.4004 -0.0598 -0.096 0.664 -1.724 0.0639
C 4.2986 4.2924 -0.4062 -0.259 -0.463 1.094 -0.5694
O 3.7896 3.5875 0.4189 0.045 0.062 -0.533 0.1343
O 4.2682 4.0866 -1.7322 -0.058 -0.040 0.275 0.0743
H 5.0611 6.2249 -4.1650 0.188 0.144 -0.081 0.0863
H 3.5554 5.5851 -3.4951 -0.486 -0.065 -0.597 0.0880
H 4.7311 4.4777 -4.3743 -0.537 0.402 -0.009 0.0996
H 6.2077 4.5532 -2.3367 -1.458 0.194 -0.764 0.1780
H 4.5638 6.9810 -1.4864 0.101 -0.998 0.441 0.1435
H 6.2421 6.5858 -1.2129 0.168 -0.333 -0.121 0.1261
C -0.7532 -2.6195 7.4378 -0.316 1.897 -1.423 -0.0112
C 0.3389 -1.9690 6.5793 -0.345 0.431 -0.110 -0.2473
C 1.4360 -2.8819 5.9551 -0.222 2.035 -0.745 -0.0355
O 1.4630 -2.4068 4.5777 -1.213 0.470 -0.396 0.0139
C 0.3114 -1.6966 4.2647 1.723 -1.656 3.077 -0.5083
O 0.0058 -1.4402 3.1522 -0.512 0.767 -0.686 0.1256
O -0.3502 -1.3901 5.4111 0.461 -0.526 -1.033 0.0600
H -0.4002 -2.9262 8.3721 0.769 -1.077 1.235 0.0640
H -1.2790 -3.3486 6.8452 0.036 -0.690 0.054 0.0868
H -1.5054 -1.8606 7.6965 0.212 0.037 -0.268 0.0915
H 0.8008 -1.0817 7.0586 -0.154 -0.713 -0.011 0.1599
H 1.2070 -3.9331 5.8909 -0.043 -0.355 0.449 0.1277
H 2.4181 -2.6107 6.3673 -0.300 -0.588 0.015 0.1345
C -3.3616 -0.8723 3.5957 1.065 1.222 1.189 -0.0180
C -3.5445 -1.0646 2.1592 -0.494 -0.124 -1.610 -0.2837
C -4.8496 -1.8036 1.7179 1.312 -0.175 0.137 -0.0525
O -5.5622 -0.8271 0.9832 -0.424 -0.192 0.156 0.0854
C -4.9051 0.3377 1.0248 -2.036 0.104 -1.081 -0.6184
O -5.3647 1.3292 0.5251 0.105 0.673 -0.310 0.1286
O -3.7862 0.2639 1.6366 1.674 0.112 0.294 0.0891
H -3.2688 -1.8628 4.0174 0.109 -0.123 0.690 0.0935
H -4.2587 -0.3180 3.9715 0.813 -0.539 0.117 0.1201
H -2.3869 -0.2555 3.7695 -1.895 -1.250 -0.022 0.1090
H -2.6695 -1.4454 1.6481 0.223 -0.093 -0.046 0.1290
H -5.3499 -2.1206 2.6069 -0.906 0.018 0.540 0.1196
H -4.7158 -2.6900 1.1000 0.326 0.158 -0.141 0.1381
C 5.2526 1.1031 2.0819 1.118 0.240 2.435 0.0066
C 4.5650 1.2091 3.4432 0.607 -1.433 -0.199 -0.2502
C 3.2103 0.5247 3.5689 0.775 -1.201 0.916 -0.0072
O 3.2365 0.0291 4.9959 -0.776 1.006 -2.414 0.0453
C 4.5149 -0.1042 5.3248 0.375 -1.296 1.673 -0.6173
O 4.8150 -0.7589 6.2960 0.394 0.656 -0.623 0.1198
O 5.3568 0.5142 4.4985 -0.443 0.001 -0.944 0.0961
H 4.7746 1.6202 1.3251 -1.613 0.887 -1.392 0.0335
H 5.3547 0.0782 1.8545 0.309 -1.183 -0.522 0.0789
H 6.2265 1.6075 2.1227 0.010 -0.443 0.262 0.1005
H 4.5736 2.1860 3.7835 -0.362 2.158 0.486 0.1279
H 3.2497 -0.3769 2.9021 -0.691 0.733 0.550 0.1422
H 2.3363 1.1672 3.4690 0.200 -0.257 -0.198 0.1086
C 2.1548 -2.6611 -4.6531 -0.356 1.635 -1.072 -0.0084
C 1.8085 -1.1406 -4.4558 0.263 -2.893 0.155 -0.2624
C 1.8971 -0.2889 -5.7058 -1.164 -1.776 -0.423 -0.0806
O 0.7782 0.5825 -5.5732 -0.114 0.478 0.131 0.0790
C -0.0609 0.0684 -4.6720 -1.523 0.434 0.227 -0.5545
O -1.1061 0.5957 -4.3427 0.998 -0.603 -0.200 0.1237
O 0.3731 -1.1144 -4.2149 0.472 1.041 0.563 0.0583
H 1.5932 -3.0501 -5.5268 0.397 0.093 0.584 0.0979
H 2.0138 -3.2856 -3.7976 -0.679 -0.064 0.700 0.0681
H 3.2110 -2.7009 -4.8096 0.862 -0.123 -0.590 0.0704
H 2.4074 -0.7950 -3.5993 -0.666 0.488 -0.171 0.1526
H 1.7160 -0.9419 -6.5842 0.096 0.368 0.286 0.1474
H 2.7824 0.2482 -5.8429 1.212 1.002 0.067 0.1145
C -3.6384 3.9662 -1.4321 -2.697 -0.811 1.157 -0.1948
C -4.0891 3.0658 -2.5768 0.998 0.675 0.428 -0.2609
O -4.7217 3.7518 -3.6152 -0.695 0.486 0.179 -0.0342
O -3.3176 3.1937 -0.2741 1.611 0.308 -0.274 -0.0815
H -4.4665 4.6317 -1.1356 -0.047 -0.046 -0.283 0.1297
H -2.8712 4.6231 -1.7200 1.542 0.513 -0.104 0.0969
H -4.7076 2.3063 -2.1667 -0.692 -0.868 0.387 0.0976
H -3.2112 2.6228 -2.9825 0.716 -0.710 -0.508 0.1027
H -5.5392 4.0518 -3.1935 -0.051 0.233 -0.616 0.0954
H -4.0470 2.6891 0.1026 -0.817 -0.011 -0.313 0.0522
C -1.1673 1.3508 2.0198 0.138 1.010 0.136 -0.2377
C -0.0997 2.1638 2.6571 1.085 0.157 1.670 -0.2654
O -0.4664 3.5294 2.6956 0.657 0.827 -0.086 -0.0535
O -1.1336 1.5949 0.6116 -1.314 -0.118 -0.224 -0.0841
H -2.1183 1.5978 2.4948 0.000 0.002 -0.363 0.1264
H -0.8989 0.3382 2.2325 -0.174 -0.832 -0.182 0.0730
H 0.8439 1.9209 2.1407 -0.087 0.619 -0.295 0.1079
H 0.1026 1.8753 3.7211 -0.449 -0.404 -0.589 0.1297
H 0.2048 4.0545 3.1850 -0.630 -0.682 -0.580 0.1062
H -1.9677 2.0536 0.3215 0.914 -0.171 0.318 0.0765
C -4.1432 -0.8522 -2.2427 1.514 -0.870 0.266 -0.1506
C -4.6626 -1.0837 -3.6424 -0.894 1.169 -1.288 -0.2528
O -4.6684 -2.4649 -3.9927 2.402 0.206 0.410 -0.0805
O -2.7457 -1.3350 -2.2165 -2.058 -1.435 1.263 -0.0811
H -4.6340 -1.5149 -1.5214 -0.121 0.051 -0.312 0.1200
H -4.2065 0.1611 -1.8199 0.024 -0.094 -0.592 0.1027
H -4.1001 -0.4729 -4.4218 -0.193 -0.668 1.034 0.1365
H -5.7018 -0.7186 -3.7683 0.352 -0.293 0.389 0.1256
H -3.6847 -2.6939 -3.9230 -1.973 0.066 -0.191 0.0882
H -2.1650 -0.7581 -2.6496 1.141 1.790 -1.265 0.0212
C -1.6757 -5.2702 -2.2381 -0.692 -1.360 1.200 -0.2444
C -1.8030 -4.8490 -3.6787 0.161 -0.385 -0.826 -0.2247
O -0.9775 -3.6781 -3.9523 -1.445 -0.388 0.708 -0.0877
O -2.4110 -4.4348 -1.3166 0.438 0.124 -0.638 -0.0856
H -0.6144 -5.3286 -1.9522 -0.177 0.092 -0.014 0.1163
H -2.1420 -6.2995 -2.0451 0.729 1.290 -0.601 0.1418
H -2.9203 -4.7682 -3.8868 1.318 0.418 -0.139 0.1305
H -1.3550 -5.6037 -4.3755 -0.635 0.344 0.746 0.1304
H -1.2180 -3.0391 -3.2599 0.248 0.175 -0.458 0.0436
H -2.2281 -3.4989 -1.5007 -0.090 -0.096 0.145 0.0418
C -0.3166 -5.3845 2.6851 0.131 0.643 1.164 -0.2225
C 1.1560 -5.1136 2.3419 -0.166 -1.272 -1.283 -0.2447
O 1.3506 -4.4765 1.0982 -0.559 -0.127 -0.281 -0.0774
O -1.0950 -4.2211 2.9692 -0.058 1.025 -1.723 -0.1001
H -0.3835 -5.8555 3.6773 0.368 -0.641 -0.497 0.1161
H -0.7888 -6.0162 1.9104 0.250 0.283 0.248 0.1235
H 1.5594 -6.1251 2.1900 0.132 -0.010 0.270 0.1147
H 1.7910 -4.6334 3.0617 -0.241 0.334 0.963 0.1038
H 1.5498 -3.5304 1.2098 0.057 0.025 -0.058 0.0235
H -1.1260 -3.6810 2.1362 0.071 -0.566 1.052 0.0939
C 1.4127 -1.0996 0.0023 1.333 -1.310 -0.298 -0.1629
C 0.1094 -1.5591 -0.5741 0.437 0.633 -1.264 -0.2570
O -0.9640 -1.1754 0.1911 -1.194 -0.593 0.558 -0.0530
O 1.8616 -1.8583 1.1718 -0.933 1.075 -0.091 -0.1004
H 1.5478 -0.0419 0.1519 -0.508 0.587 0.335 0.1169
H 2.1077 -1.3351 -0.7971 0.675 -0.173 0.055 0.1135
H 0.1073 -2.6155 -0.6201 0.171 -1.446 0.310 0.1036
H 0.0537 -1.3094 -1.6847 -0.078 0.457 1.172 0.1314
H -1.1427 -0.2539 0.0327 -0.159 1.055 0.041 0.0468
H 1.2258 -1.6794 1.9152 0.450 -0.011 -0.766 0.0521
```
Positions in Å, forces in eV/Å.